Record 1
Below is 6 unconnected molecules or ions with the total composition C42H65F16NO15 in a non-equilibrium geometry, with properties calculated with the ωB97M-V functional and the def2-TZVPD basis.

The calculation puts the orbital gap at 0.307 Eh. As for the SMILES: C=CC(=O)OCCCCCC[C@@](CCCCCOC(C)=O)(CNCCCF)OC.CCOC(=O)C(F)(F)F.CCOC(=O)C(F)(F)F.CCOC(=O)C(F)(F)F.CCOC(=O)C(F)(F)F.CCOC(=O)C(F)(F)F. As for the HOMO energy: -8.86 eV. For the lowest unoccupied orbital energy, the calculation gives -0.504 eV.

Last column: Mulliken charge in e.
Cartesian coordinates (Å):
F -1.630 5.792 -7.247  -0.248
F -0.168 -9.551 -8.126  -0.239
F 3.651 -0.436 1.017  -0.266
F -3.432 5.827 -8.442  -0.239
F -0.459 -0.174 -4.126  -0.220
F 5.581 3.518 -4.094  -0.229
F 1.701 4.130 13.299  -0.254
F 0.487 -10.130 -6.145  -0.253
F 6.357 5.214 -2.988  -0.255
F 0.601 -0.314 -6.005  -0.299
F 2.934 2.536 12.509  -0.237
F -3.480 6.540 -6.398  -0.254
F 0.782 2.420 12.335  -0.248
F 7.715 3.805 -3.908  -0.255
F 0.277 -2.083 -4.820  -0.139
F -1.347 -9.001 -6.399  -0.247
O 0.531 -7.324 -5.538  -0.328
O 1.123 2.792 5.384  -0.553
O 1.419 -7.442 -7.611  -0.511
O 0.719 4.454 10.621  -0.308
O -2.617 3.906 -5.650  -0.359
O 2.939 4.137 10.347  -0.507
O -2.685 -3.198 5.090  -0.364
O -1.358 -3.103 -0.903  -0.641
O -0.677 3.235 4.141  -0.421
O 7.566 5.575 -5.933  -0.509
O 2.284 0.701 -4.189  -0.320
O 2.403 -1.388 -3.331  -0.565
O -1.007 -1.734 4.842  -0.390
O 5.329 5.671 -5.630  -0.326
O -4.169 3.532 -7.248  -0.509
N 0.988 -2.327 0.499  0.040
C 0.576 4.291 8.187  -0.928
C -2.205 -1.711 6.898  -0.289
C 5.174 6.515 -6.794  -0.230
C 0.579 -4.899 -5.860  -0.785
C 1.887 -0.542 -3.999  0.322
C 2.138 -2.773 1.284  -0.829
C -2.215 1.922 2.760  -0.831
C -0.264 -2.741 1.121  -2.382
C -1.951 -2.586 -2.080  -0.622
C 1.262 -6.106 -5.261  -0.353
C -4.086 -2.118 0.647  -0.729
C -0.815 2.497 2.906  -0.489
C -2.738 -2.442 7.881  -0.608
C 5.188 5.703 -8.069  -1.101
C 0.716 -7.852 -6.736  0.330
C 6.558 4.437 -4.060  0.915
C -0.823 1.518 5.876  -0.295
C -2.730 -2.710 1.071  -0.020
C -2.956 5.619 -7.220  0.910
C -1.866 -2.205 5.538  0.530
C 3.617 -0.968 2.301  -0.581
C 1.833 3.248 12.299  0.901
C -0.022 2.554 5.135  0.470
C -2.409 0.931 1.594  -0.103
C -1.190 0.055 1.284  0.030
C 4.728 0.623 -4.247  -1.171
C -4.416 -3.817 3.562  -0.647
C -0.101 -9.159 -6.858  0.917
C -3.847 -2.684 4.390  0.269
C 0.563 -0.784 -4.752  0.926
C 2.396 -1.848 2.486  0.227
C 1.916 3.995 10.948  0.341
C -3.331 4.203 -6.724  0.335
C -5.416 -3.380 2.469  -0.974
C 6.565 5.296 -5.344  0.339
C -5.121 -2.042 1.780  -0.883
C -1.473 -2.304 0.283  2.038
C -1.365 -0.800 0.012  -2.021
C -2.879 2.617 -5.050  -0.297
C 0.640 5.205 9.388  -0.471
C 3.501 1.092 -3.502  -0.043
C -2.163 1.508 -5.786  -0.877
H -1.739 1.946 6.282  0.424
H 0.562 -4.961 -6.948  0.389
H 1.481 5.894 9.327  0.354
H -5.383 -4.145 1.687  0.307
H -3.507 -2.022 8.523  0.254
H -4.909 -4.520 4.237  0.467
H -3.211 0.251 1.897  -0.573
H -2.814 -3.795 0.971  0.919
H -1.035 -0.572 2.163  -0.568
H 1.490 3.710 8.080  0.359
H -1.985 -0.658 7.057  0.234
H 1.979 -3.796 1.661  0.383
H 4.778 -0.465 -4.280  0.404
H 3.461 2.177 -3.461  0.276
H -0.331 -2.403 2.154  0.373
H -1.206 -2.006 -2.625  -0.015
H 1.514 -1.229 2.662  -0.351
H -3.489 -1.858 3.778  -0.406
H 4.424 4.926 -8.034  0.294
H -0.494 -0.657 -0.629  0.572
H 2.286 -6.209 -5.619  0.339
H -0.198 1.064 6.640  0.546
H -4.001 -1.116 0.225  0.394
H 6.154 5.221 -8.216  0.320
H -4.852 -1.259 2.492  0.255
H -0.270 5.795 9.480  0.343
H -2.524 -2.520 2.127  -0.717
H 0.437 4.872 7.276  0.397
H -1.115 0.729 5.178  -0.473
H -0.306 0.674 1.140  0.889
H -0.034 1.735 2.896  0.388
H 1.035 -2.831 -0.382  0.273
H -3.596 -4.368 3.105  0.346
H -2.879 2.773 2.582  0.379
H -0.453 -4.830 -5.513  0.275
H 4.991 6.351 -8.923  0.376
H 3.633 -0.145 3.017  0.357
H 5.625 0.995 -3.757  0.347
H 3.016 -2.823 0.640  0.487
H 4.526 -1.557 2.442  0.307
H -1.097 1.716 -5.842  0.242
H -2.868 -2.019 -1.911  0.237
H 1.112 -3.998 -5.574  0.129
H 4.215 7.008 -6.655  0.329
H -4.556 -2.336 5.147  0.443
H -2.405 -3.443 8.133  0.272
H -2.761 1.447 0.697  0.439
H -2.217 -0.416 -0.552  0.872
H -6.051 -1.704 1.314  0.462
H -0.255 3.591 8.289  0.259
H 4.712 0.987 -5.275  0.300
H -6.441 -3.395 2.842  0.428
H -2.541 1.411 -6.804  0.390
H 2.538 -2.464 3.377  0.312
H -2.512 2.706 -4.030  0.307
H -0.315 -3.844 1.162  0.900
H -3.954 2.449 -5.007  0.337
H -2.208 -3.441 -2.708  0.380
H -0.603 3.199 2.100  0.302
H -2.561 1.489 3.698  0.274
H 3.477 0.716 -2.480  0.263
H 5.951 7.279 -6.792  0.331
H 1.291 -6.038 -4.176  0.330
H -4.507 -2.774 -0.121  0.494
H -2.321 0.564 -5.271  0.254

***

Record 2
Below is a molecular structure, C2H5NO2S in a non-equilibrium geometry, with properties calculated with the ωB97M-V functional and the def2-TZVPD basis.

The calculation puts the orbital gap at 0.314 Eh. As for the HOMO energy: -8.66 eV. The energy above the lowest of the compared OMol25 structures with the same formula, charge and spin comes out at 104.7 kcal per mole. For the lowest unoccupied orbital energy, the calculation gives -0.113 eV.

Last column: Mulliken charge in e.
Cartesian coordinates (Å):
S -2.640 -0.135 -0.131  -0.311
O 0.943 1.356 -0.353  -0.678
O 1.224 -1.197 0.098  -0.550
N -0.203 -1.159 -0.170  -0.131
C -1.002 -0.036 -0.074  0.175
C -0.299 1.212 0.176  -0.206
H -0.436 -2.187 0.129  0.292
H -0.121 1.029 1.312  0.198
H 1.595 0.317 -0.082  0.442
H 1.773 -1.319 -0.826  0.407
H -0.834 2.118 -0.080  0.362

***

Record 3
Below is 2 unconnected molecules or ions with the total composition C35H17BF15N in a non-equilibrium geometry, with properties calculated with the ωB97M-V functional and the def2-TZVPD basis.

The calculation puts the orbital gap at 0.201 Eh. As for the SMILES: Fc1c(F)c(F)c(B(c2c(F)c(F)c(F)c(F)c2F)c2c(F)c(F)c(F)c(F)c2F)c(F)c1F.Cc1ccc(Cc2c(C)[nH]c3ccccc23)cc1. As for the HOMO energy: -7.30 eV. The energy above the lowest of the compared OMol25 structures with the same formula, charge and spin comes out at 11.7 kcal per mole. For the lowest unoccupied orbital energy, the calculation gives -1.840 eV.

Last column: Mulliken charge in e.
Cartesian coordinates (Å):
F 0.291 6.321 -1.347  -0.295
F 3.994 1.030 -6.264  -0.276
F -3.803 -0.165 -0.400  -0.313
F 2.127 -3.210 -5.189  -0.276
F 0.388 -2.013 -3.466  -0.307
F 2.636 2.073 -4.120  -0.254
F -1.264 3.099 -4.398  -0.317
F -1.522 -0.346 -5.338  -0.369
F -1.202 0.546 -0.691  -0.249
F 1.381 1.780 -0.698  -0.236
F -4.068 -1.270 -4.976  -0.293
F -1.064 5.704 -3.649  -0.285
F -5.285 -0.952 -2.564  -0.295
F 3.628 -1.636 -6.893  -0.282
F 1.493 4.359 0.113  -0.253
N -0.824 -4.186 1.605  0.023
C -0.424 3.421 -3.381  0.133
C 0.905 2.739 -1.533  0.340
C -1.393 -4.344 5.361  -0.548
C 1.211 -1.239 -4.217  -0.385
C 0.919 3.672 5.439  -1.511
C -0.306 0.670 3.518  -0.298
C 0.769 -0.873 1.905  -0.314
C -0.841 -4.079 3.014  -0.809
C -0.322 1.782 4.345  -0.673
C 0.847 2.554 4.450  1.047
C -3.984 -0.640 -2.702  0.643
C -3.241 -0.182 -1.623  -0.017
C -0.758 -3.122 5.639  -0.731
C 0.244 2.379 -2.718  0.245
C -1.461 -4.808 4.037  -0.762
C 0.317 5.060 -1.815  0.485
C -0.188 -3.106 1.051  -0.377
C 2.287 0.864 -4.610  -0.273
C 0.958 4.060 -1.093  0.104
C -3.385 -0.740 -3.949  0.245
C -1.340 0.302 -3.075  0.991
C 2.093 -1.863 -5.091  0.293
C 1.981 1.142 2.848  -0.895
C 1.969 2.270 3.669  -0.799
C 0.259 -2.253 2.078  0.651
C -1.929 0.246 -1.806  -0.449
C 3.089 0.295 -5.588  0.171
C -2.090 -0.273 -4.111  -0.005
C 2.940 -1.068 -5.869  0.383
C -0.373 4.751 -2.984  0.132
C 1.186 0.177 -4.070  1.021
C 0.913 0.227 2.959  0.411
C 0.016 -3.001 -0.403  -0.985
C -0.177 -2.855 3.308  1.297
C -0.108 -2.405 4.625  -0.208
B 0.067 0.969 -3.360  0.198
H -0.767 -2.714 6.660  0.360
H -1.228 -4.915 1.015  0.224
H 2.826 0.956 2.192  0.447
H -0.059 -0.423 1.441  -0.117
H -0.922 -3.129 -0.947  0.419
H 0.381 -2.007 -0.662  -0.104
H 0.131 4.429 5.405  0.336
H -1.816 -4.904 6.192  0.381
H 2.812 2.970 3.737  0.244
H 1.869 4.200 5.345  0.363
H 0.751 -3.725 -0.786  0.386
H 0.433 -1.471 4.817  0.496
H -1.249 0.165 3.274  0.448
H -1.202 2.083 4.912  0.381
H 1.602 -0.846 1.179  0.610
H 0.885 3.196 6.422  0.302
H -2.005 -5.722 3.828  0.349

***

Record 4
Below is a gas-phase ion, CH6N3 (charge +1) in a non-equilibrium geometry, with properties calculated with the ωB97M-V functional and the def2-TZVPD basis.

The calculation puts the orbital gap at 0.394 Eh. As for the SMILES: N/C=N/[NH3+]. As for the HOMO energy: -14.52 eV. The energy above the lowest of the compared OMol25 structures with the same formula, charge and spin comes out at 62.5 kcal per mole. Its total charge is +1. For the lowest unoccupied orbital energy, the calculation gives -3.794 eV.

Last column: Mulliken charge in e.
Cartesian coordinates (Å):
N 1.369 0.857 -0.496  -0.283
N 0.401 0.142 0.448  -0.507
N -1.460 -1.068 0.861  -0.324
C -0.691 -0.436 -0.037  0.145
H 1.286 1.869 -0.623  0.364
H -1.167 -0.724 1.782  0.286
H -1.065 -0.303 -1.073  0.286
H 1.290 0.442 -1.402  0.372
H 2.394 0.798 -0.145  0.389
H -2.357 -1.577 0.683  0.270

***

Record 5
Below is 10 unconnected molecules or ions with the total composition C22H64O15P2S in a non-equilibrium geometry, with properties calculated with the ωB97M-V functional and the def2-TZVPD basis.

The calculation puts the orbital gap at 0.343 Eh. As for the SMILES: O=P(O)(O)P[C@H]1CCS(=O)(=O)OC1.CCO.CCO.CCO.CCO.CCO.CCO.CCO.CCO.CCO. As for the HOMO energy: -9.49 eV. For the lowest unoccupied orbital energy, the calculation gives -0.167 eV.

Last column: Mulliken charge in e.
Cartesian coordinates (Å):
S -3.334 -0.627 0.599  1.030
P -0.083 0.916 1.369  0.010
P 1.838 0.882 2.457  0.792
O -7.119 4.380 -0.885  -0.458
O 2.621 2.460 2.231  -0.544
O -2.301 -1.267 -0.365  -0.583
O 9.375 1.171 8.738  -0.531
O -1.833 -4.194 -5.823  -0.496
O 1.662 0.540 4.010  -0.660
O -0.840 1.455 -2.670  -0.411
O 5.439 -3.050 -0.161  -0.434
O 2.840 -0.322 1.637  -0.410
O -3.959 -3.207 -3.293  -0.515
O -4.747 -1.102 0.081  -0.709
O 2.559 1.333 -1.526  -0.439
O 6.427 1.473 3.058  -0.562
O -3.223 -1.153 2.217  -0.312
O -4.461 3.875 0.394  -0.333
C -2.800 1.370 -4.060  -0.924
C -2.617 -5.115 -6.568  -0.184
C -1.985 -0.706 2.873  -0.451
C 6.437 -3.686 0.624  -0.145
C -7.778 4.919 -2.022  -0.294
C -3.565 -5.004 -1.745  -1.203
C -4.149 4.888 -0.551  0.015
C -4.271 6.253 0.093  -1.231
C 5.928 -0.631 4.109  -0.786
C -1.561 0.850 2.579  -0.167
C 2.598 0.014 -2.051  0.201
C -9.122 4.246 -2.209  -1.116
C -3.381 1.246 0.575  -0.336
C 6.556 0.738 4.266  -0.082
C 3.851 -0.176 -2.881  -1.225
C 9.131 -0.538 7.065  -0.981
C -2.765 1.806 2.010  -0.575
C -2.961 -3.843 -2.508  0.588
C -1.291 1.256 -4.002  -0.254
C -3.924 -4.468 -6.978  -0.904
C 5.833 -4.847 1.387  -1.007
C 8.435 0.517 7.898  -0.148
H -2.044 -5.415 -7.451  0.279
H 8.420 -1.055 6.415  0.210
H -2.339 2.892 1.758  0.272
H 2.563 1.948 -2.279  0.262
H 6.591 -5.351 1.994  0.330
H 9.622 -1.275 7.710  0.320
H 9.913 -0.088 6.445  0.332
H -2.808 -5.508 -1.138  0.350
H -3.598 6.335 0.953  0.317
H -5.287 6.415 0.468  0.321
H 3.898 -1.189 -3.289  0.322
H 1.699 -0.151 -2.653  0.046
H 2.273 -1.170 1.603  0.318
H 7.953 1.265 7.261  0.205
H -3.127 4.722 -0.905  0.354
H -1.253 0.771 -2.116  0.164
H -3.163 1.223 -5.081  0.375
H 6.869 -2.949 1.308  0.163
H -1.236 1.317 3.629  0.490
H 7.669 0.061 8.533  0.293
H -3.270 0.626 -3.408  0.214
H -3.660 1.901 2.759  0.306
H -4.538 -5.164 -7.557  0.337
H -4.490 -4.147 -6.098  0.244
H -7.002 3.427 -1.039  0.250
H 7.227 -4.038 -0.046  0.290
H 6.406 -1.183 3.293  0.075
H -0.080 -0.319 0.624  -0.031
H -7.906 5.994 -1.864  0.307
H 4.866 -0.544 3.855  0.302
H -2.794 -6.002 -5.953  0.227
H -9.644 4.654 -3.079  0.347
H 5.477 1.556 2.865  0.302
H -0.958 0.270 -4.342  0.275
H -1.047 -1.384 2.677  0.248
H -4.532 1.560 0.590  0.293
H 2.708 2.545 1.219  0.364
H -4.371 -4.659 -1.089  0.302
H -9.749 4.386 -1.322  0.282
H 6.022 -1.212 5.031  0.338
H -4.006 -5.730 -2.436  0.317
H 7.621 0.646 4.498  0.197
H -3.738 -3.574 -7.582  0.254
H -2.190 -0.779 4.047  0.316
H 2.584 -0.688 -1.212  0.183
H -7.140 4.773 -2.899  0.287
H 5.028 -4.502 2.043  0.305
H -8.999 3.167 -2.345  0.346
H -2.347 -3.940 -5.038  0.248
H -4.828 4.794 -1.404  0.061
H -3.125 2.354 -3.707  0.194
H -0.825 2.015 -4.637  0.341
H -2.172 -4.195 -3.178  0.378
H 5.392 -5.573 0.696  0.274
H -2.530 -3.106 -1.824  -0.440
H -4.029 7.045 -0.621  0.358
H 4.747 -2.734 0.445  0.229
H -5.373 4.027 0.695  0.235
H 4.745 0.003 -2.274  0.286
H -4.651 -2.891 -2.687  0.292
H 6.074 1.300 5.072  0.207
H 3.879 0.539 -3.709  0.429
H -2.899 1.748 -0.366  0.184
H 10.045 1.581 8.165  0.305